Record 1
ORCA calculation (ωB97M-V with the def2-TZVPD basis set) on a 2-piece molecular cluster, H4O2 overall at a distorted geometry.

Positions of all 6 atoms, in Å:
H 3.46 -3.01 1.28
H 4.13 -2.55 0.02
O 3.98 -2.30 1.03
H -3.79 2.37 -0.03
H -4.49 1.97 -1.57
O -3.90 2.45 -0.99

Its spin multiplicity is 2. For the lowest unoccupied orbital energy (spin up / spin down), the calculation gives -3.11 / -12.53 eV. The value obtained for the relative energy (zero: lowest compared OMol25 entry of this formula, charge and spin) is 44.82 kcal per mole. As for the expectation value of S²: 0.757. As for the largest force on an atom: 4.53 eV/A. Its HOMO energy (spin up / spin down) is -19.1922 / -14.0723 eV. The total charge is +1.

***

Record 2
ORCA calculation (ωB97M-V with the def2-TZVPD basis set) on C4H9NO in the gas phase at a distorted geometry.

Positions of all 15 atoms, in Å:
C -0.02 1.87 -1.20
C -0.11 0.44 -0.79
C -0.24 0.13 0.70
C -0.52 -1.38 0.76
N 0.63 -2.11 1.06
O -1.65 -1.82 0.67
H -0.86 2.56 -0.94
H 0.28 1.92 -2.25
H 0.83 2.26 -0.74
H -0.91 -0.18 -1.25
H 0.94 -0.03 -1.14
H 0.64 0.37 1.39
H -1.02 0.72 1.10
H 1.46 -1.69 1.49
H 0.55 -3.06 1.16

For the lowest unoccupied orbital energy, the calculation gives 0.89 eV. The value obtained for the relative energy (zero: lowest compared OMol25 entry of this formula, charge and spin) is 19.59 kcal per mole. As for the largest force on an atom: 3.18 eV/A. Its SMILES is CCCC(N)=O. Its HOMO energy is -9.7478 eV. The total charge is 0.

***

Record 3
ORCA calculation (ωB97M-V with the def2-TZVPD basis set) on C31H23N5O2ReSSe as an isolated structure.

Positions of all 64 atoms, in Å:
Re 0.20 -0.13 0.73
O 1.09 -1.27 4.33
S 0.16 -1.17 3.27
O 0.52 -1.82 1.93
N -0.04 0.32 2.67
C 0.25 1.65 3.09
C 0.30 2.14 4.35
C 0.57 3.51 4.57
C 0.79 4.35 3.51
C 0.75 3.86 2.19
C 1.01 4.65 1.04
C 1.01 4.09 -0.20
C 0.76 2.72 -0.34
N 0.49 1.94 0.70
C 0.49 2.50 1.98
C -1.41 -1.79 3.68
C -1.98 -2.82 2.92
C -3.22 -3.30 3.30
C -3.87 -2.76 4.41
C -3.28 -1.74 5.15
C -2.04 -1.25 4.80
H 0.14 1.48 5.20
H 0.62 3.89 5.58
H 1.00 5.40 3.68
H 1.22 5.71 1.17
H 1.21 4.68 -1.09
H 0.77 2.24 -1.31
H -1.45 -3.25 2.08
H -3.67 -4.11 2.75
H -4.83 -3.15 4.70
H -3.79 -1.34 6.02
H -1.56 -0.48 5.39
Se 1.27 -0.74 -1.38
C 3.02 -0.25 -0.81
C 3.41 -0.44 0.52
C 4.66 0.00 0.94
C 5.52 0.60 0.03
C 5.14 0.75 -1.29
C 3.88 0.33 -1.72
H 2.79 -0.99 1.22
H 4.97 -0.15 1.97
H 6.50 0.92 0.35
H 5.82 1.20 -2.00
H 3.59 0.46 -2.75
N -9.59 4.04 0.88
C -8.61 3.46 0.71
C -7.38 2.74 0.50
C -6.16 3.37 0.72
C -4.98 2.68 0.52
C -5.03 1.36 0.11
C -6.23 0.72 -0.12
C -7.42 1.42 0.07
N -3.79 0.62 -0.09
C -3.66 -0.55 -0.81
C -2.36 -0.91 -0.74
N -1.69 0.06 0.01
C -2.60 0.95 0.39
H -6.14 4.40 1.04
H -4.04 3.20 0.67
H -6.28 -0.31 -0.44
H -8.36 0.93 -0.10
H -4.47 -1.02 -1.33
H -1.85 -1.74 -1.19
H -2.40 1.81 1.01

Its spin multiplicity is 4. For the lowest unoccupied orbital energy (spin up / spin down), the calculation gives -6.74 / -7.66 eV. The value obtained for the relative energy (zero: lowest compared OMol25 entry of this formula, charge and spin) is 11.79 kcal per mole. As for the expectation value of S²: 3.775. As for the largest force on an atom: 0.77 eV/A. Its HOMO energy (spin up / spin down) is -13.6383 / -14.0050 eV. The total charge is +2.

***

Record 4
ORCA calculation (ωB97M-V with the def2-TZVPD basis set) on C7H6CeO6 as an isolated structure at a distorted geometry.

Positions of all 20 atoms, in Å:
O 1.20 -1.96 -3.88
C 0.78 -1.18 -3.10
Ce -0.13 0.55 -1.33
O -1.51 2.43 -3.39
C -1.00 1.73 -2.62
C -0.87 1.97 0.11
O -1.27 2.71 0.90
C 1.44 1.72 -1.35
O 2.39 2.41 -1.36
C -1.86 -0.34 -1.05
O -2.87 -0.89 -0.84
C 0.62 -1.27 2.83
C -0.16 -1.02 1.59
O 0.90 -0.73 0.49
H 1.28 -2.10 2.69
H -0.12 -1.52 3.55
H 1.15 -0.39 3.14
H -0.68 -1.86 1.15
H -0.82 -0.15 1.61
H 1.54 -0.09 0.85

Its spin multiplicity is 2. For the lowest unoccupied orbital energy (spin up / spin down), the calculation gives -17.05 / -16.91 eV. The value obtained for the relative energy (zero: lowest compared OMol25 entry of this formula, charge and spin) is 302.99 kcal per mole. As for the expectation value of S²: 0.763. As for the largest force on an atom: 18.76 eV/A. Its HOMO energy (spin up / spin down) is -23.0950 / -23.2995 eV. The total charge is +3.

***

Record 5
ORCA calculation (ωB97M-V with the def2-TZVPD basis set) on C2H2N2O4 as an isolated structure at a distorted geometry.

Positions of all 10 atoms, in Å:
C -0.07 -0.82 1.03
C -0.20 0.63 -0.74
O -0.72 1.67 -0.11
O -0.43 -2.01 0.52
N 1.57 -0.13 0.25
N 1.42 0.72 -0.55
O -0.35 -0.42 2.12
O -0.61 -0.11 -1.59
H -0.37 2.49 -0.50
H -0.24 -2.01 -0.43

For the lowest unoccupied orbital energy (spin up / spin down), the calculation gives -1.23 / -1.24 eV. The value obtained for the relative energy (zero: lowest compared OMol25 entry of this formula, charge and spin) is 58.88 kcal per mole. As for the largest force on an atom: 4.77 eV/A. Its HOMO energy (spin up / spin down) is -8.7926 / -8.7937 eV. The total charge is 0.

***

Record 6
ORCA calculation (ωB97M-V with the def2-TZVPD basis set) on a 6-piece molecular cluster, C5H19NO7 overall at a distorted geometry.

Positions of all 32 atoms, in Å:
C -0.10 0.97 -2.12
C 0.26 -0.14 -1.21
O -0.40 -1.20 -1.13
N 1.37 -0.08 -0.45
C 2.11 1.13 -0.12
C 1.75 1.68 1.26
C 1.99 0.83 2.45
O 2.17 -0.37 2.38
H -0.75 1.78 -1.77
H 0.88 1.26 -2.50
H -0.69 0.59 -2.96
H 1.50 -0.87 0.15
H 3.15 1.13 -0.47
H 1.65 1.88 -0.78
H 2.18 2.67 1.34
H 0.66 1.88 1.19
H 1.89 1.28 3.44
O -1.24 0.50 2.37
H -1.98 -0.12 2.40
H -0.52 -0.07 2.09
O -1.48 -2.04 1.36
H -0.96 -1.62 0.65
H -1.59 -2.97 1.09
O -1.49 2.31 0.38
H -1.80 3.19 0.60
H -1.77 1.73 1.11
O -2.32 -1.05 -3.03
H -2.17 -1.84 -3.59
H -1.81 -1.29 -2.23
O -0.34 -4.00 -0.70
H -0.68 -3.10 -0.85
H 0.54 -4.05 -0.36

For the lowest unoccupied orbital energy, the calculation gives 0.47 eV. The value obtained for the relative energy (zero: lowest compared OMol25 entry of this formula, charge and spin) is 16.93 kcal per mole. As for the largest force on an atom: 2.01 eV/A. Its SMILES is CC(=O)NCCC=O.O.O.O.O.O. Its HOMO energy is -10.3419 eV. The total charge is 0.